No. 1
{"formula": "C5H10O", "method": "wB97M-V/def2-TZVPD", "symbols": ["C", "C", "C", "C", "C", "O", "H", "H", "H", "H", "H", "H", "H", "H", "H", "H"], "xyz": [[0.7133, 1.8112, -1.5086], [0.0151, 1.0688, -0.3538], [0.3447, -0.3919, -0.4293], [-0.6155, -0.9836, 1.7805], [-0.7447, -2.2110, 1.1322], [-0.6507, -2.3275, -0.1127], [0.4616, 2.8760, -1.4615], [1.8032, 1.7195, -1.4477], [0.3950, 1.4330, -2.4866], [0.3187, 1.4853, 0.6103], [-1.0668, 1.2194, -0.4529], [0.1175, -0.8403, -1.3886], [1.2639, -0.7383, 0.0262], [-1.2277, -0.1871, 1.3720], [-0.4739, -0.9430, 2.8621], [-0.9376, -3.1337, 1.7043]], "lowdin_charge": [-0.105, -0.307, 0.067, -0.029, -0.386, -0.066, 0.075, 0.076, 0.076, 0.106, 0.114, 0.083, 0.091, 0.045, 0.047, 0.114], "e_homo_ev": [-7.910, -7.907], "charge": 0, "orbital_gap_ev": [7.494, 7.486]}

No. 2
{"formula": "C2H2FP", "method": "wB97M-V/def2-TZVPD", "symbols": ["C", "C", "F", "P", "H", "H"], "xyz": [[-0.1144, 0.0772, 1.9155], [0.0092, -0.1356, 0.4505], [-1.1683, 0.7017, 2.4431], [0.9087, -1.2379, 1.7402], [-0.7800, -0.4770, -0.1703], [0.6115, 0.6150, -0.2109]], "lowdin_spin": [0.712, 0.170, 0.156, 0.882, 0.029, 0.051], "e_homo_ev": [-6.809, -10.010], "spin_multiplicity": 3, "charge": 0, "orbital_gap_ev": [7.655, 7.700]}

Record-wise energy relative to the best compared isomer or geometry (same formula, charge and spin) values, in eV: 4.497 0.000